[1]
Here is the molecule C20H27N5O3 at a distorted geometry from the Open Molecules 2025 dataset. Energies are from ωB97M-V with the def2-TZVPD basis set.

The geometry in XYZ format:
```
55
Properties=species:S:1:pos:R:3
C 5.83782 0.78528 -1.70230
H 6.16006 0.03527 -2.42132
H 5.99526 1.76857 -2.13942
H 6.46292 0.70037 -0.81613
C 4.36454 0.58369 -1.35150
C 3.49877 0.72660 -2.60096
H 3.68935 -0.09219 -3.29171
H 2.44296 0.73372 -2.34532
H 3.72737 1.66144 -3.10810
C 4.18570 -0.78642 -0.69057
H 4.87600 -0.87883 0.15119
H 4.43720 -1.57256 -1.40461
C 2.76706 -1.04911 -0.17577
N 2.32879 -0.04171 0.76435
C 1.40686 0.89941 0.44144
O 0.79079 0.91063 -0.59656
O 1.29667 1.77842 1.45004
C 0.40135 2.91268 1.33974
C -1.04420 2.44934 1.16376
H -1.19486 2.02336 0.17622
H -1.28995 1.69826 1.91207
H -1.71334 3.29696 1.28489
C 0.83172 3.80805 0.17831
H 1.86786 4.11563 0.30457
H 0.20204 4.69253 0.14631
H 0.73382 3.27174 -0.76139
C 0.57176 3.64212 2.67347
H 0.26988 2.99536 3.49298
H 1.61310 3.91817 2.81711
H -0.03810 4.54030 2.68648
H 2.85003 0.07986 1.61811
C 2.70564 -2.41142 0.51280
O 3.66828 -3.05839 0.85684
N 1.44283 -2.87188 0.75768
N 0.33972 -2.21264 0.39742
C -0.80435 -2.69305 0.67739
C -2.02460 -2.00253 0.31851
C -1.99479 -0.78540 -0.33208
C -3.19735 -0.12646 -0.63594
N -3.16715 1.07992 -1.24551
C -4.31075 1.64866 -1.50556
C -5.54340 1.04516 -1.17431
N -5.60997 -0.11395 -0.57743
C -4.44273 -0.72730 -0.29068
C -4.44785 -1.97731 0.36205
C -3.26735 -2.59138 0.66008
H -3.26851 -3.54675 1.16592
H -5.39999 -2.41764 0.61403
H -6.48422 1.52822 -1.40301
H -4.27421 2.61498 -1.99110
H -1.05675 -0.32737 -0.60440
H -0.90991 -3.64611 1.21302
H 1.36844 -3.77110 1.24660
H 2.03602 -1.03296 -0.98982
H 4.06989 1.35951 -0.63583
```

The value obtained for the total energy is -34772.261 eV. Its max |F| is 1.36 eV Å⁻¹. The total charge is 0. For the molecular weight, the calculation gives 385.5 g mol⁻¹. Its lowest unoccupied orbital energy is -0.53 eV. Its SMILES is CC(C)C[C@H](NC(=O)OC(C)(C)C)C(=O)N/N=C/c1ccc2nccnc2c1. The calculation puts the HOMO energy at -8.54 eV. As for the gap between HOMO and LUMO: 8.0120 eV. The energy above the lowest of the compared OMol25 structures with the same formula, charge and spin comes out at 48.18 kcal/mol.


[2]
Here is the molecule C2H2N4 at a distorted geometry from the Open Molecules 2025 dataset. Energies are from ωB97M-V with the def2-TZVPD basis set.

The geometry in XYZ format:
```
8
Properties=species:S:1:pos:R:3
C -1.77431 -1.37641 0.07392
C -2.51612 0.93186 -0.03708
N -2.06629 -2.48085 -0.09568
N -3.31022 1.74476 -0.02606
N -0.15375 0.28567 -0.09035
N -1.50693 -0.05362 0.12489
H 0.34209 0.17174 0.82029
H 0.37844 -0.27926 -0.73657
```

The value obtained for the total energy is -8063.740 eV. Its max |F| is 4.40 eV Å⁻¹. The total charge is 0. For the molecular weight, the calculation gives 82.1 g mol⁻¹. Its lowest unoccupied orbital energy is 0.27 eV. Its SMILES is N#CN(N)C#N. The calculation puts the HOMO energy at -10.78 eV. As for the gap between HOMO and LUMO: 11.0519 eV. The energy above the lowest of the compared OMol25 structures with the same formula, charge and spin comes out at 55.16 kcal/mol.


[3]
Here is a structure of composition C31H60F3O29Rb at a distorted geometry from the Open Molecules 2025 dataset. Energies are from ωB97M-V with the def2-TZVPD basis set.

The geometry in XYZ format:
```
124
Properties=species:S:1:pos:R:3
Rb 0.13939 -3.89213 -6.66608
C -0.48632 -2.71494 -0.33888
O -1.57729 -2.68334 0.62348
O -0.84515 -3.61640 -1.33462
C -0.10044 -1.18829 -0.69223
F -1.11131 -0.34834 -0.75168
F 0.75320 -0.58970 0.25472
F 0.53393 -1.22414 -1.94611
C -1.44955 -2.03605 1.86173
C -2.63151 -2.34660 2.83265
H -2.43064 -1.99028 3.84300
H -3.53581 -1.88827 2.43231
H -2.85901 -3.41112 2.88841
H -1.31233 -0.96505 1.71257
H -0.59815 -2.36894 2.45536
H 0.30897 -3.21921 0.21005
C -0.12742 6.35049 8.12122
O -0.68217 5.14618 7.56193
C -1.75372 5.31936 6.73295
O -2.15380 6.36488 6.27085
O -2.27150 4.01715 6.40748
C -3.43083 3.87039 5.57046
H -0.82343 7.09255 8.51238
H 0.46103 6.88175 7.37317
H 0.62014 6.01822 8.84154
H -3.42635 2.82907 5.24839
H -3.39198 4.28669 4.56384
H -4.37576 4.03232 6.08911
C -4.62885 -7.51849 6.61270
O -3.24373 -7.43765 6.83907
C -2.47672 -7.48958 5.80257
O -2.70773 -7.91490 4.64136
O -1.21362 -7.17003 6.28484
C -0.13984 -7.00732 5.41703
H -5.07178 -7.48559 7.60811
H -4.98569 -8.42257 6.11934
H -5.04399 -6.59642 6.20585
H 0.75462 -6.95287 6.03757
H -0.26903 -6.06195 4.89008
H 0.13022 -7.86161 4.79626
C 4.81972 -6.95944 1.37580
O 4.84745 -7.52271 0.00906
C 3.86885 -8.05993 -0.56007
O 2.72332 -8.09053 -0.16684
O 4.35641 -8.42385 -1.74124
C 3.67740 -9.34563 -2.59486
H 5.77006 -6.44265 1.50948
H 4.76887 -7.78102 2.09031
H 3.97520 -6.30383 1.58811
H 3.42977 -10.24316 -2.02810
H 4.13885 -9.59902 -3.54930
H 2.70523 -8.91298 -2.83109
C 1.22167 -0.52849 6.85457
O 1.98949 -0.02414 5.75086
C 2.96514 -0.78130 5.20224
O 3.06232 -1.97970 5.39641
O 3.62305 -0.01244 4.30028
C 4.61116 -0.57420 3.49560
H 1.03642 -1.59399 6.71859
H 0.17487 -0.22486 6.86458
H 1.66403 -0.30547 7.82549
H 4.20162 -1.16845 2.67875
H 5.28791 -1.22765 4.04614
H 5.09048 0.31643 3.08923
C 3.37942 4.44291 -3.46652
O 3.25733 5.83524 -3.68771
C 4.23758 6.64170 -3.23590
O 5.16472 6.30874 -2.54842
O 3.95930 7.90237 -3.65268
C 4.77820 9.00887 -3.29266
H 3.32389 4.24137 -2.39676
H 4.31525 4.09560 -3.90435
H 2.53366 3.95647 -3.95250
H 4.70006 9.35077 -2.26062
H 4.62291 9.83862 -3.98221
H 5.76051 8.56595 -3.45693
C -5.57604 -1.50890 -9.73794
O -5.21572 -0.28393 -9.23772
C -4.59834 -0.16823 -8.07405
O -4.29725 -1.02588 -7.33190
O -4.26039 1.18581 -7.88654
C -3.36685 1.65498 -6.90119
H -6.57442 -1.88715 -9.51824
H -4.81504 -2.28926 -9.74269
H -5.66087 -1.39832 -10.81899
H -2.34984 1.50907 -7.26522
H -3.48869 1.20746 -5.91480
H -3.48722 2.73650 -6.83846
C -8.75507 2.06528 -5.42591
O -8.39640 2.66850 -4.23577
C -7.67037 2.04496 -3.42229
O -7.19013 0.91207 -3.65378
O -7.45943 2.80545 -2.33965
C -6.58746 2.44568 -1.26818
H -9.14528 1.05853 -5.27664
H -7.89856 2.15296 -6.09434
H -9.54644 2.49519 -6.03992
H -6.79520 1.46659 -0.83652
H -6.60611 3.26054 -0.54447
H -5.58300 2.33032 -1.67541
C 9.08737 0.98367 -3.16351
O 8.41406 -0.05469 -2.55927
C 7.30457 -0.66344 -3.09682
O 6.76086 -0.29961 -4.15149
O 7.01179 -1.68109 -2.31815
C 5.89446 -2.51382 -2.66732
H 9.44551 0.85891 -4.18540
H 9.88649 1.34305 -2.51517
H 8.27877 1.71373 -3.19946
H 6.31576 -3.50241 -2.84980
H 5.48568 -2.27259 -3.64855
H 5.25438 -2.51984 -1.78507
C -1.89447 6.46732 -1.90496
O -0.85403 5.93855 -1.15617
C -0.93617 5.79471 0.15658
O -1.82955 6.23028 0.81290
O 0.15202 5.12653 0.54220
C 0.37905 4.94733 1.91487
H -1.63985 6.53867 -2.96239
H -2.21359 7.43573 -1.51969
H -2.80764 5.89785 -1.73192
H -0.45826 4.32926 2.23890
H 0.45335 5.95091 2.33372
H 1.24543 4.30603 2.07682
```

The value obtained for the total energy is -101296.867 eV. Its max |F| is 6.14 eV Å⁻¹. The total charge is 0. For the molecular weight, the calculation gives 1039.3 g mol⁻¹. Its lowest unoccupied orbital energy is -2.10 eV. The calculation puts the HOMO energy at -5.47 eV. As for the gap between HOMO and LUMO: 3.3779 eV. The energy above the lowest of the compared OMol25 structures with the same formula, charge and spin comes out at 193.83 kcal/mol.


[4]
Here is the ion C10H9BNO3 with charge -1 at a distorted geometry from the Open Molecules 2025 dataset. Energies are from ωB97M-V with the def2-TZVPD basis set.

The geometry in XYZ format:
```
24
Properties=species:S:1:pos:R:3
B -1.37479 -0.39032 2.01734
C 0.83928 0.94478 -2.88346
C 0.99312 1.72595 -1.69773
C 0.23525 -0.32242 -2.85157
C 0.49079 1.21375 -0.52848
C -1.15356 -1.95807 -1.39800
C -0.43363 -0.75488 -1.69729
C -0.31982 0.05514 -0.49657
C -1.51227 -1.99459 -0.10451
C -2.14671 -2.57856 1.12247
C -0.03827 -0.26477 2.99881
N -0.96446 -0.49473 0.54122
O -1.96404 -1.81244 2.15988
O -2.61652 -3.72044 1.10907
O -2.21732 0.75369 2.21636
H 1.33677 1.23632 -3.85278
H 1.71261 2.57575 -1.64264
H 0.38916 -0.93975 -3.74970
H 0.53984 1.74235 0.37118
H -1.25404 -2.64696 -2.13512
H -0.03587 -1.04268 3.82019
H 0.08387 0.75655 3.28922
H 0.92610 -0.59315 2.52728
H -2.68396 0.93580 1.43125
```

The value obtained for the total energy is -18828.635 eV. Its max |F| is 6.23 eV Å⁻¹. The total charge is -1. For the molecular weight, the calculation gives 202.0 g mol⁻¹. Its lowest unoccupied orbital energy is 3.39 eV. The calculation puts the HOMO energy at -4.33 eV. As for the gap between HOMO and LUMO: 7.7174 eV.


[5]
Here is a structure of composition C14H28AlN6O6Se at a distorted geometry from the Open Molecules 2025 dataset. Energies are from ωB97M-V with the def2-TZVPD basis set.

The geometry in XYZ format:
```
56
Properties=species:S:1:pos:R:3
O 2.95571 2.81471 1.54144
H 3.71760 3.25435 1.09770
Al 0.67582 0.12488 -0.62476
N 0.45009 1.85116 -1.40386
N -0.19377 0.98112 0.86250
N 1.64436 -0.76147 -1.91607
N 1.10501 -1.48854 0.35473
O 1.07516 2.16321 -2.49323
O 2.08918 -0.18379 -3.07432
O 1.06183 -1.62828 1.72113
O -0.48338 0.42604 2.00678
C -0.59007 2.26733 0.63477
C -0.22299 2.75804 -0.65384
C 1.81953 -2.07533 -1.75467
C 1.54295 -2.49332 -0.41347
C -0.43553 4.11271 -1.21386
H 0.47321 4.71823 -1.06827
H -1.26890 4.61090 -0.70947
H -0.64080 4.04164 -2.29082
C -1.27298 3.00976 1.72391
H -0.73695 2.87033 2.67839
H -2.29710 2.62194 1.85082
H -1.32400 4.08637 1.49593
C 2.18351 -2.91508 -2.91208
C 1.71862 -3.87930 0.07241
H 2.67510 -2.27665 -3.65454
H 1.28047 -3.34621 -3.37026
H 2.84609 -3.73387 -2.60619
H 1.22074 -4.05293 1.02852
H 2.77692 -4.13183 0.19992
H 1.30577 -4.58619 -0.65455
H 1.76389 0.79420 -3.07843
H 0.44874 -0.85550 1.99995
C 3.34375 2.17789 2.73180
H 3.66772 2.80008 3.55354
H 4.14114 1.42934 2.52441
H 2.40630 1.66105 2.93450
O 2.39035 0.80828 -0.11451
H 2.53721 1.62758 0.46410
H 3.15179 0.67684 -0.73374
C -2.09020 -3.56756 0.31376
N -2.74523 -2.28201 0.45749
C -3.64339 -1.94762 1.45554
C -4.06114 -0.67444 1.21512
N -3.39985 -0.23953 0.07997
C -3.63796 1.01906 -0.59280
C -2.55753 -1.21513 -0.38376
Se -1.35307 -1.04048 -1.76836
H -1.25555 -3.65637 1.02562
H -1.71096 -3.64101 -0.71325
H -2.82293 -4.36421 0.50405
H -3.89800 -2.64123 2.23680
H -4.74269 -0.02742 1.74280
H -4.71504 1.15128 -0.76934
H -3.26099 1.85411 0.01271
H -3.10755 0.99290 -1.55265
```

The value obtained for the total energy is -108133.975 eV. Its max |F| is 3.90 eV Å⁻¹. The total charge is +1. For the molecular weight, the calculation gives 482.4 g mol⁻¹. Its lowest unoccupied orbital energy is -4.05 eV. The calculation puts the HOMO energy at -9.74 eV. As for the gap between HOMO and LUMO: 5.6978 eV.


[6]
Here is the molecule C27H27N3O6S at a distorted geometry from the Open Molecules 2025 dataset. Energies are from ωB97M-V with the def2-TZVPD basis set.

The geometry in XYZ format:
```
64
Properties=species:S:1:pos:R:3
C 3.07287 2.94935 -0.04896
H 3.21209 2.65475 -1.09527
O 3.78113 2.09524 0.81953
C 3.35719 0.80768 0.93476
C 2.30416 0.26558 0.22114
C 1.92337 -1.05353 0.44654
C 2.60234 -1.81707 1.38614
C 3.68160 -1.29957 2.08966
C 4.08388 0.02519 1.85969
O 5.10508 0.69959 2.45779
C 6.06982 0.02899 3.23336
H 6.82272 0.78430 3.46049
H 5.64954 -0.35711 4.16437
H 6.53425 -0.79170 2.68171
O 4.37629 -2.03323 3.02341
C 3.95687 -3.34884 3.28604
H 4.04159 -3.98568 2.39956
H 2.92833 -3.37808 3.65844
H 4.63143 -3.71700 4.05839
H 2.26066 -2.82439 1.54944
C 0.77637 -1.62563 -0.25899
N 0.01280 -2.45944 0.40642
C -1.09017 -2.95786 -0.17462
C -1.90021 -3.83834 0.57382
C -3.04382 -4.35507 0.03343
C -3.42315 -4.02703 -1.27701
C -2.65700 -3.18090 -2.03127
C -1.47980 -2.62089 -1.50064
C -0.61664 -1.75067 -2.21865
C 0.51019 -1.27351 -1.60734
H 1.20207 -0.64030 -2.14140
C -0.94707 -1.41318 -3.63936
O -0.37822 -1.87762 -4.59907
N -2.02191 -0.57314 -3.79021
C -2.67017 0.12787 -2.76992
C -1.92853 0.81759 -1.81275
C -2.57633 1.46879 -0.78748
C -3.95410 1.47847 -0.68885
C -4.69470 0.83520 -1.66820
C -4.06111 0.16545 -2.70135
H -4.64407 -0.34193 -3.45580
H -5.77286 0.84586 -1.62309
H -4.42110 1.99328 0.13396
S -1.58254 2.30874 0.44337
O -0.22872 2.38976 -0.04097
O -1.80924 1.71091 1.72194
N -2.31569 3.82955 0.44492
C -2.14018 4.56371 1.67964
H -2.90089 5.34217 1.74248
H -2.26855 3.85739 2.49591
H -1.14654 5.01976 1.75119
C -1.98017 4.57209 -0.74710
H -0.92667 4.87370 -0.75703
H -2.61246 5.45717 -0.80705
H -2.17065 3.93456 -1.60861
H -0.85402 0.86911 -1.85844
H -2.39851 -0.50711 -4.72784
H -2.94245 -2.95019 -3.04760
H -4.32469 -4.45432 -1.69086
H -3.66371 -5.02628 0.60959
H -1.58532 -4.07939 1.57669
H 1.73003 0.87938 -0.45083
H 3.50222 3.93860 0.10395
H 2.00309 2.96921 0.17879
```

The value obtained for the total energy is -56026.652 eV. Its max |F| is 1.13 eV Å⁻¹. The total charge is 0. For the molecular weight, the calculation gives 521.6 g mol⁻¹. Its lowest unoccupied orbital energy is -0.08 eV. Its SMILES is COc1cc(-c2cc(C(=O)Nc3cccc(S(=O)(=O)N(C)C)c3)c3ccccc3n2)cc(OC)c1OC. The calculation puts the HOMO energy at -7.46 eV. As for the gap between HOMO and LUMO: 7.3854 eV. The energy above the lowest of the compared OMol25 structures with the same formula, charge and spin comes out at 39.34 kcal/mol.


[7]
Here is a structure of composition C4H9O at a distorted geometry from the Open Molecules 2025 dataset. Energies are from ωB97M-V with the def2-TZVPD basis set.

The geometry in XYZ format:
```
14
Properties=species:S:1:pos:R:3
C 2.33980 -0.03119 -0.48277
O 3.28099 0.21049 0.43967
C 0.97001 0.94161 -0.90435
C 0.90008 -0.25715 0.04288
C -0.13005 -1.25350 -0.40135
H 2.79284 -0.41348 -1.42222
H -5.86400 1.38192 2.96521
H 0.42282 1.86743 -0.59325
H 0.59797 0.84934 -1.93359
H -5.07342 1.38419 2.69290
H 0.77717 -0.02422 1.06513
H 0.10026 -2.24186 0.04656
H -1.08553 -0.95903 -0.04860
H -0.02894 -1.45455 -1.46624
```

The value obtained for the total energy is -6338.155 eV. Its max |F| is 3.53 eV Å⁻¹. The total charge is -1. For the molecular weight, the calculation gives 73.1 g mol⁻¹. Its lowest unoccupied orbital energy is 3.85 eV. The calculation puts the HOMO energy at -1.98 eV. As for the gap between HOMO and LUMO: 5.8318 eV. The energy above the lowest of the compared OMol25 structures with the same formula, charge and spin comes out at 60.28 kcal/mol.


[8]
Here is a structure of composition C3H2FO4Yb at a distorted geometry from the Open Molecules 2025 dataset. Energies are from ωB97M-V with the def2-TZVPD basis set.

The geometry in XYZ format:
```
11
Properties=species:S:1:pos:R:3
C 2.67462 3.26128 -2.00158
O 3.37057 4.11734 -2.22791
H 2.98551 1.30389 0.36095
C 3.56720 -0.52536 -1.00057
O 2.91880 -1.10653 0.06274
C 2.53607 -0.42215 1.12427
O 2.64579 0.85757 1.17032
O 2.05891 -1.06537 2.05536
Yb 1.10832 -1.15542 4.23172
F 4.87601 -0.52414 -0.82936
H 3.22125 -0.86383 -1.97767
```

The value obtained for the total energy is -45541.988 eV. Its max |F| is 2.84 eV Å⁻¹. The total charge is +3. For the molecular weight, the calculation gives 294.1 g mol⁻¹. The expectation value of S² is 2.019. Its lowest unoccupied orbital energy (spin up / spin down) is -13.29 / -19.54 eV. The calculation puts the HOMO energy (spin up / spin down) at -19.59 / -22.16 eV. The spin multiplicity is 3. As for the gap between HOMO and LUMO (spin up / spin down): 6.3083 / 2.6252 eV. The energy above the lowest of the compared OMol25 structures with the same formula, charge and spin comes out at 0.00 kcal/mol.


- Look up the max |F| of the first one.
  1.36 eV Å⁻¹